# 1
ORCA calculation (ωB97M-V with the def2-TZVPD basis set) on the molecule C4H7NO.

Geometry as XYZ:
```
13
Properties=species:S:1:pos:R:3:mulliken_charge:R:1
C -1.766 -0.328 -0.070 -0.4926
N -1.251 0.952 0.415 -0.6290
C -0.546 0.267 -0.658 -0.0206
C 0.770 -0.407 -0.409 -0.0681
C 1.849 0.215 0.360 -0.3648
O 1.027 -0.802 0.929 -0.4367
H -1.627 -1.198 0.570 0.2300
H -2.712 -0.286 -0.603 0.2670
H -0.771 0.788 1.299 0.3034
H -0.617 0.759 -1.627 0.3579
H 1.047 -1.151 -1.160 0.3638
H 2.882 -0.075 0.171 0.2709
H 1.709 1.210 0.780 0.2187
```

Calculated values
Kohn-Sham gap = 10.7 eV
SMILES = C1N[C@H]1[C@H]1CO1

***

# 2
ORCA calculation (ωB97M-V with the def2-TZVPD basis set) on a cluster of 2 separate species, C2H5BrSi in total.

Geometry as XYZ:
```
9
Properties=species:S:1:pos:R:3:lowdin_spin:R:1
C -0.832 -0.410 1.046 0.1173
C 0.417 -0.562 0.631 0.0989
Si 1.349 0.439 -0.642 0.6521
Br 3.352 -0.298 -0.851 0.1647
H -1.264 -1.122 1.671 0.0076
H -1.525 0.273 0.614 0.0059
H 0.842 -1.353 1.165 0.0002
H 1.673 1.883 -0.912 0.0692
H 0.922 -0.102 -3.108 0.8841
```

Calculated values
Kohn-Sham gap (spin up / spin down) = 7.4 / 8.9 eV
2S+1 = 3

***

# 3
ORCA calculation (ωB97M-V with the def2-TZVPD basis set) on the molecule C5H11FN2.

Geometry as XYZ:
```
19
Properties=species:S:1:pos:R:3:mulliken_charge:R:1
C -2.561 0.407 0.052 -0.8106
N -1.186 0.444 -0.099 0.1425
C -0.238 0.150 0.999 -0.8593
C 0.811 -0.299 -0.096 1.1552
N 1.507 -1.565 0.132 -0.7659
C 1.946 0.717 -0.229 -0.8464
F 1.549 2.096 -0.021 -0.3436
C -0.415 -0.163 -1.153 -1.0464
H -3.001 1.024 -0.719 0.3065
H -3.130 -0.714 -0.248 0.2094
H -2.975 0.723 1.181 0.2507
H -0.107 1.154 1.546 0.2636
H -0.353 -0.737 1.948 0.2570
H 2.206 -1.899 -0.520 0.2686
H 2.127 -1.515 1.094 0.3241
H 2.401 0.364 0.659 0.3573
H 2.465 0.600 -1.139 0.3800
H -0.354 0.413 -2.010 0.3645
H -0.689 -1.200 -1.377 0.3927
```

Calculated values
Kohn-Sham gap = 9.1 eV
SMILES = CN1CC(N)(CF)C1

***

# 4
ORCA calculation (ωB97M-V with the def2-TZVPD basis set) on a cluster of 7 separate species, C40H53F18N2O15 in total.

Geometry as XYZ:
```
128
Properties=species:S:1:pos:R:3:lowdin_spin:R:1
C -0.154 -1.244 1.585 -0.0003
C -1.511 -0.617 1.008 0.0255
C -2.652 -1.314 1.875 0.0007
C -1.556 -1.030 -0.510 0.0167
C -2.764 -0.306 -1.272 0.0005
N -2.389 -0.405 -2.716 0.0012
O -3.939 -1.059 -0.938 0.0002
C -5.099 -0.568 -1.510 0.0000
O -5.304 -0.395 -2.681 0.0003
C -6.292 -0.264 -0.538 0.0000
C -6.949 1.031 -0.444 0.0000
C -8.077 1.135 0.482 0.0000
C -8.561 0.000 1.278 0.0000
C -7.883 -1.301 1.200 0.0000
C -6.748 -1.405 0.271 0.0000
C -2.807 1.234 -0.912 0.0178
C -2.484 1.625 0.583 0.0268
C -3.819 1.728 1.472 0.0025
C -1.950 3.134 0.521 -0.0014
N -1.405 0.847 1.229 0.3433
O -0.213 1.235 0.877 0.5597
H 0.091 -0.739 2.555 0.0000
H 0.684 -1.186 0.843 -0.0004
H -0.302 -2.344 1.790 -0.0004
H -2.619 -2.424 1.704 -0.0004
H -3.677 -0.977 1.584 0.0000
H -2.440 -1.114 2.964 0.0009
H -1.612 -2.142 -0.647 0.0009
H -0.605 -0.690 -0.996 0.0030
H -2.952 0.283 -3.234 0.0001
H -1.429 -0.065 -2.832 0.0001
H -6.597 1.889 -1.053 0.0000
H -8.634 2.093 0.625 0.0000
H -9.446 0.082 1.958 0.0000
H -8.230 -2.149 1.827 0.0000
H -6.259 -2.411 0.224 0.0000
H -3.769 1.752 -1.186 0.0012
H -2.018 1.733 -1.545 0.0017
H -3.967 2.797 1.795 -0.0003
H -3.670 1.157 2.431 0.0013
H -4.735 1.415 0.918 -0.0001
H -2.775 3.849 0.282 -0.0003
H -1.200 3.243 -0.316 -0.0001
H -1.378 3.408 1.450 -0.0003
C -11.280 2.833 6.712 0.0000
C -11.070 3.169 5.249 0.0000
O -9.669 3.228 4.936 0.0000
C -9.072 2.056 4.690 0.0000
O -9.622 0.993 4.717 0.0000
C -7.603 2.277 4.326 0.0000
F -6.999 3.161 5.140 0.0000
F -7.473 2.752 3.074 0.0000
F -6.885 1.150 4.389 0.0000
H -10.741 3.539 7.347 0.0000
H -12.340 2.867 6.966 0.0000
H -10.900 1.837 6.945 0.0000
H -11.478 4.157 5.036 0.0000
H -11.584 2.460 4.596 0.0000
C 3.398 3.656 0.278 0.0000
C 3.051 5.085 0.646 0.0000
O 3.211 5.956 -0.488 0.0000
C 2.189 5.993 -1.347 0.0000
O 1.180 5.359 -1.232 0.0000
C 2.475 6.991 -2.469 0.0000
F 3.728 6.882 -2.945 0.0000
F 2.331 8.262 -2.047 0.0000
F 1.652 6.834 -3.514 0.0000
H 4.392 3.606 -0.146 0.0000
H 3.353 3.011 1.156 0.0000
H 2.709 3.266 -0.474 0.0000
H 3.736 5.444 1.414 0.0000
H 2.041 5.161 1.053 0.0000
C -2.878 -5.970 -1.878 0.0000
C -2.887 -7.174 -0.957 0.0000
O -1.671 -7.241 -0.194 0.0000
C -1.624 -6.478 0.903 0.0000
O -2.508 -5.762 1.274 0.0000
C -0.298 -6.687 1.636 0.0000
F 0.756 -6.697 0.801 0.0000
F -0.278 -7.860 2.298 0.0000
F -0.057 -5.729 2.541 0.0000
H -1.989 -5.981 -2.512 0.0000
H -3.764 -5.965 -2.513 0.0000
H -2.854 -5.039 -1.309 0.0000
H -2.935 -8.089 -1.547 0.0000
H -3.758 -7.169 -0.298 0.0000
C 9.303 3.525 -3.767 0.0000
C 8.954 2.085 -3.453 0.0000
O 8.612 1.933 -2.064 0.0000
C 7.355 2.246 -1.732 0.0000
O 6.523 2.635 -2.500 0.0000
C 7.123 1.992 -0.243 0.0000
F 8.133 2.444 0.521 0.0000
F 6.999 0.679 0.024 0.0000
F 6.006 2.585 0.207 0.0000
H 10.093 3.881 -3.102 0.0000
H 9.639 3.623 -4.800 0.0000
H 8.442 4.180 -3.619 0.0000
H 9.821 1.448 -3.630 0.0000
H 8.149 1.718 -4.092 0.0000
C 1.828 -9.350 3.992 0.0000
C 2.494 -10.495 4.729 0.0000
O 1.775 -10.814 5.931 0.0000
C 0.709 -11.609 5.784 0.0000
O 0.330 -12.055 4.740 0.0000
C 0.076 -11.902 7.145 0.0000
F -0.027 -10.799 7.908 0.0000
F 0.804 -12.792 7.846 0.0000
F -1.157 -12.410 7.033 0.0000
H 1.714 -8.487 4.651 0.0000
H 2.418 -9.056 3.123 0.0000
H 0.830 -9.629 3.654 0.0000
H 3.498 -10.201 5.036 0.0000
H 2.597 -11.376 4.093 0.0000
C 10.246 5.892 -10.400 0.0000
C 11.528 5.916 -9.594 0.0000
O 11.343 6.634 -8.363 0.0000
C 10.795 5.944 -7.358 0.0000
O 10.458 4.796 -7.422 0.0000
C 10.705 6.816 -6.105 0.0000
F 10.254 8.053 -6.371 0.0000
F 11.906 6.964 -5.516 0.0000
F 9.883 6.296 -5.184 0.0000
H 9.877 6.907 -10.562 0.0000
H 10.409 5.417 -11.369 0.0000
H 9.460 5.347 -9.875 0.0000
H 12.303 6.445 -10.149 0.0000
H 11.901 4.908 -9.403 0.0000
```

Calculated values
Kohn-Sham gap (spin up / spin down) = 9.4 / 9.3 eV
2S+1 = 2

***

# 5
ORCA calculation (ωB97M-V with the def2-TZVPD basis set) on a cluster of 2 separate species, C5H12NO2 in total.

Geometry as XYZ:
```
20
Properties=species:S:1:pos:R:3:mulliken_charge:R:1
C -1.194 -1.679 -0.461 -0.5792
N -0.804 -1.059 -1.774 -0.4857
C -1.358 0.280 -1.921 -0.3517
O -1.344 1.167 -0.797 -0.5907
H -0.517 -1.308 0.315 0.0786
H -1.133 -2.761 -0.564 0.2373
H -2.172 -1.279 -0.171 0.2846
H 0.231 -0.964 -1.767 0.3486
H -2.440 0.242 -2.228 0.2479
H -0.815 0.776 -2.760 0.3214
C 1.844 -0.702 1.463 -0.9880
C 1.395 0.467 0.885 0.6912
O 1.183 0.618 -0.368 -0.8715
C 0.982 1.634 1.717 -1.1316
H 1.908 -0.911 2.535 0.2341
H 2.018 -1.557 0.797 0.2917
H -0.384 1.190 -0.514 0.3688
H 1.495 1.752 2.680 0.3916
H 1.204 2.512 1.112 0.2924
H -0.100 1.581 1.821 0.2103
```

Calculated values
Kohn-Sham gap = 7.1 eV
net charge = -1

***

Energy relative to the best compared isomer or geometry (same formula, charge and spin)? In order: 283.7 90.4 372.7 0.0 209.2 kJ/mol.